[1]
The following is a DFT calculation (the ωB97M-V functional and the def2-TZVPD basis) of C49H66ClN11O2SY as an isolated structure in a non-equilibrium geometry.

2S+1: 1
Electronic energy in eV: -96753.47723
Net charge: +3

Each line ends with the Löwdin charge.
CARTESIAN COORDINATES (ANGSTROEM)
1 Y -0.080 0.081 -0.040  1.520
2 C 1.779 0.752 -2.571  -0.051
3 N 2.768 -0.218 -2.160  -0.128
4 C 3.196 -1.132 -3.218  -0.021
5 C 3.038 -0.445 -0.848  -0.352
6 N 2.178 0.011 0.068  0.007
7 C 2.553 0.027 1.452  -0.227
8 C 3.863 0.252 1.881  -0.036
9 C 4.244 0.031 3.194  -0.052
10 C 3.320 -0.453 4.106  -0.054
11 C 1.988 -0.522 3.739  -0.039
12 C 1.574 -0.173 2.453  -0.259
13 N 0.178 -0.032 2.167  -0.014
14 C -0.640 0.523 3.072  -0.369
15 N -0.302 1.436 3.997  -0.109
16 C -1.096 1.646 5.209  -0.008
17 C 0.906 2.256 3.977  -0.026
18 N -1.956 0.144 3.067  -0.138
19 C -2.306 -1.191 2.602  -0.027
20 C -3.014 1.149 2.960  -0.014
21 N 4.183 -1.127 -0.601  -0.155
22 C 4.309 -2.181 0.393  -0.018
23 C 5.433 -0.759 -1.263  -0.020
24 H 1.910 0.952 -3.632  0.116
25 H 1.914 1.687 -2.029  0.087
26 H 0.741 0.378 -2.444  0.068
27 H 2.319 -1.603 -3.672  0.103
28 H 3.835 -1.913 -2.824  0.079
29 H 3.735 -0.591 -3.995  0.111
30 H 4.597 0.593 1.164  0.124
31 H 5.270 0.203 3.490  0.123
32 H 3.621 -0.727 5.108  0.122
33 H 1.235 -0.813 4.463  0.130
34 H -1.850 0.875 5.322  0.102
35 H -1.573 2.628 5.195  0.101
36 H -0.425 1.620 6.068  0.109
37 H 1.414 2.218 3.019  0.084
38 H 1.605 1.924 4.745  0.108
39 H 0.624 3.287 4.203  0.105
40 H -1.595 -1.913 3.000  0.085
41 H -2.338 -1.286 1.511  0.057
42 H -3.296 -1.435 2.983  0.111
43 H -2.668 2.112 3.325  0.070
44 H -3.877 0.847 3.553  0.111
45 H -3.331 1.261 1.919  0.081
46 H 3.358 -2.369 0.886  0.088
47 H 5.053 -1.928 1.149  0.100
48 H 4.627 -3.097 -0.110  0.104
49 H 5.284 0.091 -1.922  0.103
50 H 5.852 -1.590 -1.834  0.103
51 H 6.163 -0.477 -0.500  0.103
52 C 0.010 8.190 2.895  -0.035
53 C -0.769 8.160 1.574  -0.515
54 C 0.138 8.729 0.461  -0.028
55 C -1.994 9.080 1.730  -0.029
56 C -1.232 6.703 1.199  -0.430
57 O -1.809 6.663 -0.086  0.009
58 C -2.220 6.163 2.267  -0.087
59 C -3.031 4.875 1.983  -0.132
60 C -4.183 5.020 1.016  -0.226
61 C -5.362 5.640 1.420  -0.022
62 C -6.443 5.762 0.561  -0.080
63 C -6.361 5.248 -0.725  -0.674
64 Cl -7.709 5.367 -1.795  0.711
65 C -5.193 4.633 -1.154  -0.115
66 C -4.122 4.528 -0.282  -0.073
67 C 0.065 5.831 1.129  -0.017
68 N -0.029 4.578 0.387  -0.059
69 C -0.093 3.344 0.874  -0.124
70 N -0.178 2.464 -0.125  -0.032
71 C -0.107 3.271 -1.238  -0.192
72 N -0.021 4.539 -0.953  0.177
73 H 0.285 9.222 3.113  0.104
74 H 0.937 7.616 2.848  0.082
75 H -0.588 7.830 3.734  0.086
76 H 0.124 9.817 0.497  0.096
77 H -0.187 8.427 -0.534  0.093
78 H 1.179 8.427 0.590  0.084
79 H -1.659 10.115 1.770  0.098
80 H -2.533 8.885 2.656  0.086
81 H -2.698 9.002 0.897  0.094
82 H -2.255 7.497 -0.270  0.105
83 H -2.956 6.940 2.468  0.110
84 H -1.656 6.015 3.192  0.113
85 H -3.454 4.576 2.946  0.116
86 H -2.384 4.062 1.655  0.074
87 H -5.449 6.034 2.427  0.126
88 H -7.350 6.254 0.887  0.117
89 H -5.122 4.258 -2.167  0.112
90 H -3.200 4.093 -0.646  0.090
91 H 0.383 5.590 2.140  0.130
92 H 0.835 6.413 0.630  0.129
93 H -0.122 3.108 1.923  0.110
94 H -0.179 2.914 -2.253  0.125
95 N -6.444 -0.241 -0.907  0.189
96 C -5.114 -0.140 -0.901  -0.276
97 C -4.271 -1.271 -1.001  0.019
98 C -2.915 -1.109 -1.002  -0.155
99 N -2.282 0.085 -0.869  -0.098
100 C -3.099 1.165 -0.786  -0.148
101 C -4.463 1.110 -0.793  0.017
102 H -6.895 -1.134 -1.013  0.129
103 H -7.022 0.581 -0.879  0.131
104 H -4.695 -2.263 -1.089  0.125
105 H -2.277 -1.975 -1.115  0.084
106 H -2.619 2.130 -0.722  0.073
107 H -5.038 2.026 -0.716  0.105
108 O -0.019 -2.090 -0.222  -0.641
109 S 0.244 -3.191 0.826  1.093
110 C 1.410 -4.283 0.005  -0.389
111 C 1.873 -3.966 -1.260  -0.095
112 C 2.749 -4.840 -1.890  -0.055
113 C 3.152 -6.002 -1.247  -0.037
114 C 2.690 -6.296 0.031  -0.034
115 C 1.814 -5.432 0.669  -0.060
116 C -1.178 -4.277 0.712  -0.391
117 C -1.682 -4.814 1.887  -0.083
118 C -2.744 -5.706 1.814  -0.041
119 C -3.291 -6.032 0.582  -0.034
120 C -2.777 -5.479 -0.588  -0.040
121 C -1.708 -4.602 -0.529  -0.076
122 H 1.534 -3.058 -1.743  0.092
123 H 3.107 -4.618 -2.887  0.116
124 H 3.825 -6.687 -1.745  0.123
125 H 3.007 -7.201 0.529  0.125
126 H 1.444 -5.659 1.663  0.123
127 H -1.244 -4.557 2.844  0.115
128 H -3.138 -6.148 2.719  0.123
129 H -4.116 -6.730 0.528  0.123
130 H -3.195 -5.750 -1.548  0.122
131 H -1.272 -4.196 -1.435  0.120

Cartesian forces (eV/Å) of the 6 atoms listed first:
-0.62 0.12 -0.50
0.20 0.05 0.37
-0.12 0.01 0.03
0.02 -0.06 -0.11
0.23 0.02 0.01
0.71 -0.11 0.04

[2]
The following is a DFT calculation (the ωB97M-V functional and the def2-TZVPD basis) of one molecule with the formula C49H66N10O10S2.

2S+1: 1
Electronic energy in eV: -108938.80973
Net charge: 0

Each line ends with the Löwdin charge.
CARTESIAN COORDINATES (ANGSTROEM)
1 C -4.101 -4.832 1.468  -0.020
2 H -5.019 -5.011 2.020  0.086
3 H -3.517 -5.748 1.438  0.081
4 H -3.530 -4.068 1.991  0.065
5 C -4.419 -4.374 0.046  -0.383
6 H -5.039 -5.129 -0.452  0.150
7 O -3.262 -4.268 -0.745  -0.052
8 H -2.647 -3.642 -0.320  0.057
9 C -5.204 -3.040 0.054  -0.222
10 N -4.369 -1.953 0.516  0.126
11 C -4.518 -1.333 1.690  -0.457
12 O -5.209 -1.711 2.613  0.081
13 C -3.698 -0.019 1.769  -0.327
14 N -2.905 0.034 2.971  0.147
15 C -1.598 -0.232 3.121  -0.418
16 O -1.069 -0.245 4.220  0.051
17 C -0.804 -0.581 1.863  -0.149
18 N 0.593 -0.270 2.049  0.156
19 C 1.253 0.602 1.275  -0.409
20 O 0.768 1.172 0.311  0.037
21 C 2.729 0.798 1.665  -0.204
22 N 3.434 1.519 0.625  0.147
23 C 3.656 1.202 -0.662  -0.431
24 O 4.235 1.982 -1.400  0.050
25 C 3.209 -0.177 -1.143  -0.195
26 N 2.143 -0.058 -2.119  0.172
27 C 1.012 -0.731 -1.925  -0.411
28 O 0.846 -1.500 -0.983  0.045
29 C -0.075 -0.578 -3.000  -0.172
30 N -1.377 -0.689 -2.380  0.170
31 C -2.258 0.221 -1.958  -0.379
32 O -3.301 -0.145 -1.421  0.018
33 C -2.006 1.712 -2.194  -0.251
34 N -0.626 2.090 -2.029  0.112
35 C 0.059 2.707 -3.010  -0.482
36 O -0.399 2.909 -4.118  0.079
37 C 1.488 3.070 -2.625  -0.293
38 N 2.373 2.342 -3.525  0.059
39 H 2.205 2.633 -4.483  0.103
40 H 3.341 2.533 -3.277  0.080
41 H 1.687 2.722 -1.607  0.121
42 C 1.613 4.607 -2.655  -0.083
43 C 0.617 5.161 -1.677  -0.233
44 C 0.891 5.135 -0.315  -0.039
45 C -0.060 5.537 0.605  -0.086
46 C -1.301 5.971 0.174  -0.102
47 C -1.579 6.014 -1.182  -0.092
48 C -0.627 5.609 -2.102  -0.043
49 H -0.854 5.629 -3.158  0.118
50 H -2.543 6.363 -1.525  0.107
51 H -2.050 6.274 0.891  0.105
52 H 0.165 5.506 1.661  0.097
53 H 1.862 4.798 0.021  0.109
54 H 1.400 4.963 -3.665  0.124
55 H 2.633 4.886 -2.381  0.126
56 H -0.199 1.926 -1.125  0.079
57 C -2.891 2.563 -1.282  -0.377
58 H -2.854 3.607 -1.586  0.068
59 H -3.914 2.194 -1.283  0.079
60 S -2.246 2.467 0.448  0.568
61 S -3.871 2.787 1.598  0.548
62 C -4.688 1.131 1.702  -0.429
63 H -5.328 1.018 0.827  0.086
64 H -5.305 1.181 2.597  0.085
65 H -2.265 1.931 -3.242  0.169
66 H -1.614 -1.642 -2.113  0.125
67 H 0.014 0.372 -3.523  0.136
68 C 0.095 -1.723 -4.032  -0.061
69 C 0.326 -3.048 -3.357  -0.236
70 C -0.733 -3.814 -2.888  -0.047
71 C -0.501 -4.980 -2.179  -0.067
72 C 0.795 -5.398 -1.937  -0.076
73 C 1.859 -4.658 -2.427  -0.078
74 C 1.623 -3.492 -3.131  -0.053
75 H 2.454 -2.913 -3.511  0.107
76 H 2.874 -4.985 -2.252  0.105
77 H 0.980 -6.302 -1.376  0.102
78 H -1.342 -5.543 -1.808  0.099
79 H -1.755 -3.520 -3.083  0.114
80 H 0.947 -1.476 -4.667  0.126
81 H -0.802 -1.755 -4.653  0.131
82 H 2.235 0.690 -2.827  0.104
83 H 2.803 -0.760 -0.315  0.118
84 C 4.438 -0.911 -1.707  -0.060
85 C 5.349 -1.237 -0.572  -0.179
86 C 6.560 -0.686 -0.279  -0.034
87 N 7.038 -1.196 0.898  0.085
88 C 6.133 -2.089 1.396  -0.212
89 C 6.156 -2.851 2.557  -0.021
90 C 5.075 -3.669 2.804  -0.095
91 C 3.996 -3.739 1.917  -0.095
92 C 3.969 -2.992 0.761  -0.030
93 C 5.045 -2.144 0.492  -0.134
94 H 3.138 -3.064 0.074  0.100
95 H 3.173 -4.399 2.146  0.097
96 H 5.059 -4.274 3.699  0.099
97 H 6.992 -2.804 3.239  0.107
98 H 7.921 -0.963 1.318  0.156
99 H 7.121 0.043 -0.832  0.128
100 H 4.941 -0.273 -2.435  0.126
101 H 4.104 -1.828 -2.197  0.114
102 H 3.728 2.455 0.872  0.150
103 C 2.874 1.586 2.973  -0.129
104 H 2.527 0.990 3.820  0.083
105 H 3.941 1.770 3.117  0.122
106 C 2.102 2.914 2.976  -0.181
107 H 2.719 3.690 3.435  0.114
108 C 0.779 2.846 3.741  -0.187
109 H 0.123 2.100 3.292  0.095
110 C 0.949 2.531 5.229  -0.267
111 N 1.260 1.120 5.438  -0.012
112 H 1.396 0.944 6.428  0.077
113 H 0.461 0.562 5.144  0.032
114 H 0.030 2.837 5.755  0.109
115 H 1.777 3.122 5.634  0.112
116 H 0.280 3.813 3.650  0.104
117 H 1.884 3.226 1.952  0.088
118 H 3.186 -0.193 1.795  0.153
119 H 1.005 -0.578 2.918  0.150
120 H -1.123 0.018 1.006  0.106
121 C -1.081 -2.093 1.561  -0.338
122 O -1.408 -2.280 0.210  -0.068
123 H -0.582 -2.118 -0.303  0.056
124 C 0.078 -2.987 1.985  -0.006
125 H -0.184 -4.023 1.783  0.091
126 H 0.967 -2.736 1.411  0.063
127 H 0.278 -2.875 3.047  0.091
128 H -1.981 -2.382 2.119  0.136
129 H -3.429 0.140 3.832  0.168
130 H -3.044 0.035 0.900  0.074
131 H -3.756 -1.546 -0.183  0.096
132 C -5.678 -2.706 -1.377  -0.205
133 O -6.076 -1.370 -1.537  -0.053
134 H -5.287 -0.811 -1.495  0.048
135 H -6.548 -3.319 -1.621  0.128
136 H -4.865 -2.955 -2.072  0.120
137 H -6.051 -3.113 0.742  0.156

Cartesian forces (eV/Å) of the 6 atoms listed first:
-0.03 -0.02 -0.43
-0.10 0.00 0.14
0.05 -0.09 0.01
0.05 0.11 0.10
-0.53 0.13 0.42
-0.02 0.06 0.07

[3]
The following is a DFT calculation (the ωB97M-V functional and the def2-TZVPD basis) of C49H66N3OP2S2ScSi as an isolated structure.

2S+1: 1
Energy relative to the best compared isomer or geometry (same formula, charge and spin) in eV: 0.000
Net charge: 0

Each line ends with the Löwdin charge.
CARTESIAN COORDINATES (ANGSTROEM)
1 Sc -0.642 0.133 0.700  0.498
2 C -0.913 -3.698 -0.478  -0.224
3 Si -0.217 -1.973 -0.903  0.571
4 C 1.618 -2.319 -1.287  -0.310
5 C 1.911 -3.250 -2.291  -0.098
6 C 3.206 -3.564 -2.643  -0.075
7 C 4.259 -2.955 -1.975  -0.076
8 C 3.997 -2.044 -0.973  -0.102
9 C 2.685 -1.705 -0.626  -0.401
10 P 2.349 -0.506 0.736  1.092
11 C 3.219 -1.492 2.057  -0.423
12 C 2.577 -2.886 2.180  -0.187
13 C 2.946 -3.560 3.506  -0.189
14 C 4.366 -3.179 3.903  -0.193
15 C 4.445 -1.680 4.221  -0.177
16 C 3.387 -0.886 3.446  -0.203
17 C 3.483 0.960 0.443  -0.412
18 C 4.960 0.820 0.838  -0.197
19 C 5.755 2.074 0.490  -0.192
20 C 5.162 3.309 1.152  -0.201
21 C 3.703 3.466 0.757  -0.202
22 C 2.899 2.218 1.098  -0.225
23 C -1.022 -1.468 -2.567  -0.321
24 C -1.897 -2.356 -3.196  -0.101
25 C -2.630 -2.005 -4.316  -0.078
26 C -2.502 -0.735 -4.845  -0.071
27 C -1.629 0.161 -4.253  -0.100
28 C -0.886 -0.188 -3.129  -0.421
29 P 0.227 1.036 -2.330  1.109
30 C 1.682 1.137 -3.504  -0.416
31 C 1.307 1.121 -4.991  -0.205
32 C 2.522 1.383 -5.876  -0.192
33 C 3.626 0.367 -5.616  -0.203
34 C 3.986 0.342 -4.137  -0.188
35 C 2.759 0.085 -3.270  -0.218
36 C -0.622 2.697 -2.518  -0.423
37 C -0.275 3.582 -1.313  -0.230
38 C 1.084 4.249 -1.450  -0.206
39 C 1.121 5.137 -2.684  -0.188
40 C 0.770 4.349 -3.941  -0.192
41 C -0.532 3.573 -3.779  -0.186
42 H -0.733 -4.434 -1.260  0.021
43 H -1.982 -3.661 -0.284  0.026
44 H -0.426 -4.072 0.423  0.013
45 H 1.095 -3.723 -2.822  0.103
46 H 3.402 -4.277 -3.431  0.105
47 H 5.282 -3.192 -2.233  0.106
48 H 4.836 -1.595 -0.460  0.084
49 H 4.230 -1.631 1.649  0.099
50 H 2.906 -3.508 1.345  0.117
51 H 1.494 -2.803 2.081  0.079
52 H 2.842 -4.643 3.409  0.113
53 H 2.257 -3.253 4.298  0.103
54 H 5.034 -3.425 3.074  0.114
55 H 4.712 -3.766 4.755  0.108
56 H 5.443 -1.300 3.992  0.109
57 H 4.290 -1.518 5.290  0.110
58 H 3.656 0.170 3.413  0.097
59 H 2.442 -0.947 3.984  0.081
60 H 3.439 1.119 -0.642  0.099
61 H 5.423 -0.038 0.350  0.090
62 H 5.037 0.643 1.912  0.102
63 H 5.753 2.208 -0.596  0.117
64 H 6.797 1.942 0.785  0.111
65 H 5.729 4.201 0.881  0.111
66 H 5.236 3.207 2.239  0.116
67 H 3.641 3.645 -0.319  0.101
68 H 3.258 4.337 1.243  0.117
69 H 1.852 2.350 0.792  0.081
70 H 2.899 2.087 2.186  0.102
71 H -2.031 -3.347 -2.786  0.084
72 H -3.310 -2.718 -4.765  0.103
73 H -3.082 -0.435 -5.706  0.105
74 H -1.550 1.152 -4.667  0.088
75 H 2.122 2.117 -3.264  0.091
76 H 0.527 1.849 -5.221  0.080
77 H 0.891 0.136 -5.229  0.120
78 H 2.903 2.391 -5.677  0.110
79 H 2.222 1.366 -6.926  0.112
80 H 4.504 0.587 -6.227  0.108
81 H 3.276 -0.627 -5.913  0.116
82 H 4.432 1.304 -3.857  0.116
83 H 4.738 -0.424 -3.934  0.105
84 H 3.048 0.067 -2.220  0.062
85 H 2.356 -0.909 -3.494  0.114
86 H -1.670 2.395 -2.424  0.059
87 H -0.333 3.009 -0.371  0.039
88 H -1.037 4.366 -1.242  0.125
89 H 1.866 3.487 -1.514  0.083
90 H 1.302 4.835 -0.553  0.116
91 H 2.097 5.615 -2.793  0.110
92 H 0.391 5.941 -2.550  0.118
93 H 1.596 3.676 -4.194  0.081
94 H 0.668 5.030 -4.790  0.116
95 H -0.760 3.019 -4.690  0.080
96 H -1.346 4.303 -3.677  0.128
97 O -2.491 -1.063 1.519  -0.258
98 C -3.016 -1.253 2.837  -0.212
99 C -2.416 -2.534 3.382  -0.144
100 C -0.898 -2.522 3.183  -0.147
101 C -0.295 -1.301 3.812  -0.285
102 C -0.125 -1.249 5.193  -0.010
103 C 0.350 -0.098 5.787  -0.037
104 C 0.684 0.974 4.978  -0.035
105 C 0.518 0.839 3.613  -0.226
106 N 0.013 -0.257 3.027  0.022
107 H -3.078 -0.475 0.984  -0.026
108 H -4.106 -1.319 2.783  0.134
109 H -2.755 -0.385 3.456  0.115
110 H -2.842 -3.397 2.869  0.122
111 H -2.665 -2.625 4.443  0.121
112 H -0.683 -2.517 2.111  0.064
113 H -0.441 -3.421 3.602  0.128
114 H -0.380 -2.115 5.787  0.125
115 H 0.468 -0.041 6.860  0.116
116 H 1.068 1.896 5.383  0.117
117 H 0.791 1.649 2.952  0.047
118 S -1.519 2.235 1.963  0.662
119 C -2.658 2.996 0.893  -0.735
120 C -3.001 4.351 1.181  -0.286
121 N -3.235 5.446 1.437  0.168
122 C -3.185 2.375 -0.194  -0.698
123 S -2.793 0.750 -0.695  0.718
124 C -4.057 3.089 -1.075  -0.283
125 N -4.719 3.657 -1.823  0.174

Cartesian forces (eV/Å) of the 6 atoms listed first:
0.03 0.02 0.61
0.20 0.19 -0.08
-0.23 -0.01 -0.16
-0.09 0.01 0.02
-0.05 0.02 0.04
0.03 -0.06 -0.05